Entry 1:
56
Properties=species:S:1:pos:R:3:forces:R:3:nbo_charge:R:1 method="wB97M-V/def2-TZVPD" gap_ev=8.2 e_homo_ev=-7.59 smiles="COc1ccc(NC(=O)c2ccc(CN3CCc4ccccc4C3)cc2)cc1OC" de_lowest_kcal_mol=64.5 max_force_ev_per_a=0.510
C 7.588 1.024 0.101 0.450 -0.095 0.120 -0.2396
O 6.421 1.673 -0.348 -0.321 0.024 -0.077 -0.5151
C 5.213 1.038 -0.364 -0.084 0.061 -0.034 0.3054
C 4.166 1.835 -0.819 0.195 -0.238 0.115 -0.2476
C 2.872 1.366 -0.906 -0.058 -0.172 0.059 -0.2719
C 2.592 0.058 -0.530 0.468 0.040 0.054 0.2220
N 1.274 -0.399 -0.630 -0.233 0.208 -0.232 -0.6155
C 0.730 -1.571 -0.194 -0.109 0.192 -0.130 0.6484
O 1.345 -2.469 0.346 0.093 -0.118 0.156 -0.6101
C -0.744 -1.611 -0.417 -0.283 -0.177 -0.019 -0.0580
C -1.322 -1.201 -1.614 0.083 -0.038 0.040 -0.2279
C -2.697 -1.157 -1.740 -0.098 -0.138 0.045 -0.2111
C -3.519 -1.476 -0.665 0.058 -0.231 -0.150 -0.0243
C -5.001 -1.197 -0.709 -0.078 0.001 0.083 -0.2355
N -5.391 0.119 -0.222 -0.163 -0.058 0.057 -0.4276
C -5.183 1.247 -1.101 -0.012 0.193 -0.112 -0.2119
C -3.742 1.792 -1.167 -0.123 -0.054 -0.062 -0.4586
C -2.941 1.519 0.077 -0.010 0.054 0.048 -0.0082
C -1.599 1.877 0.116 -0.001 0.012 0.102 -0.2092
C -0.828 1.636 1.237 0.100 0.094 -0.029 -0.2211
C -1.401 1.028 2.343 -0.013 -0.025 0.162 -0.2138
C -2.731 0.658 2.309 -0.004 0.194 -0.004 -0.1982
C -3.507 0.888 1.181 0.085 0.170 0.068 -0.0304
C -4.947 0.443 1.118 -0.190 0.070 -0.008 -0.2485
C -2.934 -1.979 0.492 0.020 -0.132 -0.240 -0.2073
C -1.562 -2.058 0.613 0.159 -0.008 -0.070 -0.1790
C 3.624 -0.753 -0.075 -0.024 -0.178 0.059 -0.3510
C 4.929 -0.287 0.017 0.148 0.174 -0.034 0.2366
O 5.956 -1.076 0.467 -0.145 0.455 -0.178 -0.5105
C 5.669 -2.398 0.858 -0.040 -0.233 0.068 -0.2512
H 7.504 0.713 1.144 0.031 0.021 -0.085 0.1804
H 7.832 0.156 -0.515 0.002 0.074 0.063 0.1810
H 8.379 1.769 0.007 -0.033 -0.067 0.017 0.1857
H 4.405 2.847 -1.105 0.040 0.117 -0.031 0.2253
H 2.084 2.014 -1.262 -0.105 0.086 -0.051 0.2037
H 0.621 0.287 -0.985 0.009 -0.178 0.145 0.4054
H -0.697 -0.930 -2.454 0.064 0.036 -0.064 0.2164
H -3.140 -0.855 -2.678 -0.052 0.060 -0.083 0.2100
H -5.375 -1.285 -1.732 0.000 -0.062 0.040 0.2054
H -5.528 -1.929 -0.087 0.051 -0.035 -0.107 0.2016
H -5.844 2.039 -0.732 0.034 0.001 -0.106 0.1941
H -5.524 0.974 -2.103 -0.039 0.064 0.025 0.2016
H -3.209 1.359 -2.017 -0.005 0.070 -0.001 0.2142
H -3.779 2.872 -1.336 0.012 -0.026 -0.054 0.2225
H -1.162 2.361 -0.749 0.060 0.062 -0.111 0.2029
H 0.214 1.919 1.254 0.106 0.028 0.002 0.2169
H -0.807 0.838 3.224 0.061 -0.028 0.086 0.2153
H -3.178 0.173 3.166 -0.044 -0.102 0.105 0.2069
H -5.592 1.254 1.484 0.030 -0.110 0.064 0.2088
H -5.107 -0.421 1.766 0.004 0.020 0.054 0.2049
H -3.561 -2.298 1.312 -0.095 0.012 0.120 0.2112
H -1.105 -2.432 1.517 0.057 -0.027 0.101 0.2300
H 3.382 -1.760 0.213 0.033 -0.054 0.026 0.2649
H 6.622 -2.814 1.184 -0.095 -0.025 -0.011 0.1972
H 5.281 -2.990 0.024 -0.006 0.021 0.040 0.1815
H 4.957 -2.429 1.687 0.009 -0.006 -0.041 0.1830

Entry 2:
58
Properties=species:S:1:pos:R:3:forces:R:3:nbo_charge:R:1 method="wB97M-V/def2-TZVPD" charge=+2 gap_ev=7.2 e_homo_ev=-14.08 de_lowest_kcal_mol=6.2 max_force_ev_per_a=0.566
Zr -0.703 0.329 0.182 0.123 -0.179 -0.319 2.4516
C -1.762 4.319 -3.809 0.034 0.047 0.074 -0.6112
C -2.797 3.535 -4.615 -0.030 -0.076 0.005 -0.0731
C -2.340 3.484 -6.079 0.009 -0.013 -0.077 -0.6012
C -4.143 4.269 -4.524 -0.057 0.042 -0.004 -0.6025
C -2.965 2.107 -4.098 0.036 0.023 -0.045 0.0606
C -3.931 1.259 -4.686 -0.007 0.054 -0.033 -0.1751
C -4.114 -0.048 -4.296 0.029 -0.008 0.053 -0.1787
C -3.310 -0.534 -3.263 -0.197 -0.112 -0.153 -0.2440
S -3.264 -2.116 -2.547 -0.186 -0.183 -0.215 0.5795
C -2.004 -1.648 -1.524 0.187 -0.011 0.163 0.1198
N -1.629 -0.377 -1.667 -0.078 0.079 -0.244 -0.6989
C -2.363 0.280 -2.670 0.337 -0.084 0.340 0.1938
C -2.174 1.595 -3.087 -0.023 0.049 0.004 -0.2757
C -1.372 -2.497 -0.496 -0.178 0.074 -0.304 -0.1300
C -1.596 -3.868 -0.451 -0.014 -0.135 0.016 -0.1537
C -0.976 -4.623 0.533 0.009 -0.018 0.017 -0.1621
C -0.147 -4.011 1.465 -0.030 -0.078 -0.019 -0.1830
C 0.069 -2.641 1.411 0.008 0.041 0.060 -0.1368
C -0.530 -1.854 0.431 0.211 0.167 -0.065 -0.5535
H -1.677 5.328 -4.214 -0.017 -0.023 -0.005 0.2383
H -0.766 3.869 -3.856 -0.039 -0.002 -0.025 0.2052
H -2.062 4.416 -2.759 -0.012 -0.009 -0.044 0.1870
H -2.246 4.496 -6.475 -0.003 -0.020 0.015 0.2274
H -3.055 2.949 -6.706 0.015 0.018 0.015 0.2181
H -1.371 2.989 -6.177 -0.021 0.004 0.021 0.2151
H -4.020 5.304 -4.845 -0.004 -0.032 -0.001 0.2273
H -4.529 4.274 -3.502 0.027 -0.006 -0.017 0.2117
H -4.897 3.816 -5.168 0.017 0.006 0.026 0.2187
H -4.548 1.643 -5.488 0.012 -0.005 0.020 0.2388
H -4.855 -0.671 -4.780 0.025 0.004 0.023 0.2492
H -1.389 2.199 -2.651 0.026 -0.036 0.029 0.2100
H -2.230 -4.358 -1.181 -0.006 0.034 0.020 0.2344
H -1.140 -5.692 0.574 0.002 0.027 -0.010 0.2463
H 0.327 -4.605 2.236 -0.002 0.004 -0.021 0.2419
H 0.699 -2.193 2.173 0.000 0.033 0.009 0.2023
O 1.518 0.237 0.491 -0.151 0.329 0.110 -0.7547
C 2.165 1.392 1.101 0.001 -0.317 -0.032 -0.1008
C 1.489 2.601 0.539 0.013 0.022 -0.072 0.2124
C 2.128 3.817 0.451 0.003 0.145 0.063 -0.2123
C 1.409 4.912 -0.008 0.096 0.095 -0.021 -0.0774
C 0.083 4.755 -0.382 -0.007 0.068 0.006 -0.2263
C -0.479 3.504 -0.294 0.005 -0.195 0.036 0.0766
N 0.211 2.435 0.155 0.227 0.103 -0.141 -0.6113
H 1.926 -0.597 0.757 0.112 -0.119 0.030 0.5478
H 3.229 1.380 0.882 0.042 -0.022 -0.081 0.2382
H 2.015 1.335 2.180 0.028 0.045 0.069 0.2312
H 3.166 3.910 0.741 -0.025 0.014 0.006 0.2566
H 1.885 5.882 -0.082 -0.004 -0.027 0.006 0.2590
H -0.508 5.585 -0.744 0.021 0.006 0.000 0.2631
H -1.506 3.330 -0.591 -0.055 -0.022 0.012 0.2293
C -3.259 0.865 3.150 -0.060 0.016 0.005 -0.7311
C -2.281 0.761 2.057 0.095 0.038 -0.180 0.8417
O -2.631 0.815 0.810 -0.240 0.093 0.504 -0.7445
O -1.030 0.577 2.258 -0.232 0.048 0.299 -0.7221
H -3.947 1.685 2.946 -0.025 -0.016 0.021 0.2754
H -2.756 0.988 4.103 -0.020 0.002 0.018 0.2672
H -3.843 -0.059 3.155 -0.026 0.020 0.029 0.2850

Entry 3:
60
Properties=species:S:1:pos:R:3:forces:R:3:nbo_charge:R:1 method="wB97M-V/def2-TZVPD" gap_ev=8.1 e_homo_ev=-8.21 smiles="CCOc1ccc(N2C(=O)C[C@@H](N(CCc3ccc(OC)cc3)C(=O)/C=C/C(=O)O)C2=O)cc1" de_lowest_kcal_mol=1.6 max_force_ev_per_a=0.745
C 8.982 0.534 -0.270 -0.325 0.266 0.014 -0.6381
C 8.128 1.753 -0.611 0.369 -0.158 -0.181 -0.0622
O 7.066 1.945 0.302 -0.176 0.044 0.177 -0.4913
C 5.957 1.164 0.230 -0.281 -0.084 0.108 0.3000
C 5.696 0.209 -0.748 0.287 0.182 -0.030 -0.2662
C 4.517 -0.514 -0.718 -0.203 -0.016 0.209 -0.1813
C 3.583 -0.288 0.279 0.310 0.075 -0.091 0.0918
N 2.375 -1.035 0.304 0.468 0.163 -0.010 -0.4874
C 1.849 -1.584 1.457 -0.345 -0.407 0.037 0.7172
O 2.384 -1.596 2.532 0.035 0.081 0.181 -0.5617
C 0.499 -2.188 1.115 -0.007 -0.018 0.070 -0.5142
C 0.397 -2.108 -0.407 -0.002 0.245 0.057 -0.1255
N -0.833 -1.543 -0.926 0.373 0.004 -0.063 -0.4264
C -1.846 -2.439 -1.426 -0.356 -0.289 0.085 -0.1926
C -2.821 -2.899 -0.323 0.063 0.127 -0.271 -0.4289
C -3.724 -1.778 0.103 0.087 -0.163 0.268 -0.0569
C -3.475 -1.026 1.240 -0.134 -0.258 -0.105 -0.1899
C -4.280 0.046 1.587 -0.210 0.264 0.153 -0.3251
C -5.379 0.374 0.798 0.028 -0.169 -0.025 0.3879
O -6.244 1.388 1.038 -0.046 -0.253 -0.272 -0.5111
C -5.981 2.268 2.108 0.091 0.178 0.195 -0.2581
C -5.652 -0.400 -0.334 -0.041 0.116 0.102 -0.2692
C -4.832 -1.449 -0.676 -0.024 0.105 0.129 -0.1906
C -0.981 -0.209 -0.705 -0.013 -0.040 0.019 0.6492
O -0.108 0.411 -0.117 -0.089 0.187 0.255 -0.6280
C -2.206 0.460 -1.196 -0.256 0.690 -0.111 -0.2195
C -2.616 1.583 -0.605 0.340 -0.418 -0.173 -0.2494
C -3.806 2.349 -1.008 -0.246 0.298 0.006 0.7537
O -4.220 3.311 -0.411 0.070 0.021 0.076 -0.5900
O -4.401 1.883 -2.115 -0.091 -0.238 -0.490 -0.6883
C 1.585 -1.216 -0.812 -0.217 -0.423 -0.295 0.7430
O 1.824 -0.841 -1.926 0.020 0.000 -0.019 -0.5669
C 3.829 0.670 1.256 -0.011 -0.062 -0.153 -0.1634
C 5.006 1.383 1.231 0.205 0.027 -0.123 -0.2529
H 9.812 0.461 -0.968 0.101 -0.038 -0.075 0.2140
H 9.376 0.632 0.738 0.061 -0.008 0.075 0.2157
H 8.394 -0.379 -0.321 0.010 -0.101 -0.015 0.2130
H 8.730 2.662 -0.520 -0.104 -0.114 -0.100 0.1933
H 7.751 1.691 -1.639 0.006 0.068 0.093 0.1703
H 6.398 0.014 -1.544 0.095 0.006 -0.043 0.2103
H 4.323 -1.249 -1.483 -0.024 -0.044 -0.051 0.2259
H 0.423 -3.199 1.514 0.059 0.050 0.023 0.2394
H -0.263 -1.568 1.590 0.032 -0.033 -0.008 0.2503
H 0.545 -3.087 -0.873 0.004 0.140 0.029 0.2304
H -1.342 -3.310 -1.852 -0.022 0.138 -0.052 0.2096
H -2.407 -1.955 -2.226 0.048 -0.097 -0.020 0.2087
H -3.417 -3.720 -0.723 0.011 -0.079 0.050 0.2197
H -2.248 -3.272 0.528 0.007 -0.086 0.006 0.2118
H -2.636 -1.273 1.875 0.115 -0.034 0.057 0.2104
H -4.045 0.614 2.472 -0.006 0.092 0.089 0.2275
H -5.978 1.743 3.068 -0.010 0.001 -0.038 0.1718
H -5.032 2.790 1.961 -0.028 -0.033 0.011 0.1974
H -6.793 2.992 2.095 0.077 -0.025 0.048 0.2028
H -6.516 -0.150 -0.929 -0.101 0.044 -0.079 0.2248
H -5.055 -2.032 -1.558 -0.045 -0.072 -0.123 0.2108
H -2.734 0.064 -2.047 -0.114 -0.033 -0.044 0.2303
H -2.077 1.982 0.243 0.004 0.019 0.022 0.2448
H -5.185 2.419 -2.312 0.185 0.058 0.237 0.5023
H 3.099 0.850 2.028 -0.051 0.017 0.083 0.2311
H 5.216 2.130 1.978 0.018 0.086 0.095 0.2258

Entry 4:
55
Properties=species:S:1:pos:R:3:forces:R:3:nbo_charge:R:1 method="wB97M-V/def2-TZVPD" charge=+1 gap_ev=5.2 e_homo_ev=-10.51 de_lowest_kcal_mol=83.0 max_force_ev_per_a=2.419
C -3.499 3.615 0.119 -0.113 0.304 -0.339 -0.4098
N -2.832 2.392 0.552 0.042 -1.176 -0.332 -0.3156
C -3.247 1.087 0.406 -0.035 -0.076 1.089 0.0976
C -2.406 0.214 1.134 0.065 0.586 0.456 -0.2175
C -2.552 -1.168 1.499 -1.174 -0.385 -2.080 0.1684
C -1.689 -2.280 1.247 -0.033 0.412 0.531 -0.1827
C -0.352 -2.194 0.763 -0.088 -0.190 0.009 -0.0579
C 0.438 -3.335 0.688 0.121 -0.035 -0.311 -0.1759
C -0.089 -4.601 0.971 -0.656 0.730 0.519 -0.1014
C -1.449 -4.712 1.333 0.061 0.011 -0.034 -0.2429
C -2.228 -3.577 1.477 0.192 -0.045 0.058 -0.0905
C -1.449 1.090 1.768 -0.069 0.589 0.230 -0.0962
C -0.735 0.809 2.916 0.528 -0.030 -0.028 -0.1841
C 0.035 1.824 3.484 -0.388 -0.120 0.011 -0.2118
C -0.178 3.157 3.093 -0.129 0.191 -0.791 -0.1906
C -1.086 3.500 2.063 0.485 -0.542 0.212 -0.2638
C -1.695 2.431 1.382 -0.401 -0.577 0.648 0.2037
H -2.956 4.422 0.620 -0.403 -0.048 -0.238 0.2266
H -3.454 3.792 -0.967 0.160 -0.290 0.354 0.2276
H -4.556 3.643 0.420 0.413 -0.165 0.051 0.2264
H -4.118 0.733 -0.148 0.269 0.761 -0.061 0.2366
H -3.586 -1.458 1.822 0.853 0.094 -0.500 0.2192
H 0.032 -1.238 0.416 0.037 -0.056 0.360 0.2340
H 1.495 -3.252 0.414 -0.476 0.058 -0.012 0.2312
H 0.546 -5.484 0.968 -0.128 0.174 -0.180 0.2371
H -1.885 -5.691 1.522 0.098 0.202 -0.086 0.2394
H -3.289 -3.643 1.715 0.277 -0.150 0.191 0.2250
H -0.838 -0.213 3.297 0.670 0.548 0.006 0.2558
H 0.792 1.579 4.235 -0.525 0.200 0.001 0.2305
H 0.376 3.943 3.614 -0.251 -0.200 -0.282 0.2308
H -1.279 4.542 1.801 0.076 -0.346 0.226 0.2293
C 6.575 -1.484 6.184 0.034 -0.475 0.241 -0.0756
C 5.266 -1.172 5.450 -0.474 0.298 0.176 -0.2429
N 4.268 -2.265 5.443 0.397 -0.245 0.092 -0.4305
C 3.099 -2.126 4.715 0.637 -0.243 0.593 0.3296
C 1.988 -2.979 4.946 -0.659 0.145 -0.348 -0.3485
C 0.800 -2.745 4.240 0.472 0.288 0.061 0.0530
N 0.619 -1.740 3.359 1.193 -0.629 0.314 -0.5341
C 1.717 -1.002 3.089 0.227 -0.314 0.469 0.0390
C 2.960 -1.138 3.715 -0.903 0.062 -0.212 -0.3473
C 4.318 -3.269 6.521 -0.007 0.124 0.558 -0.2450
C 5.728 -3.487 7.114 0.096 0.331 -0.189 -0.0757
O 6.409 -2.259 7.360 -0.459 -0.377 -0.466 -0.5127
H 7.264 -1.975 5.478 0.000 -0.056 0.278 0.1676
H 7.038 -0.574 6.582 -0.124 0.016 -0.603 0.2124
H 4.833 -0.261 5.904 -0.091 -0.310 -0.213 0.1910
H 5.526 -0.949 4.410 -0.011 0.105 0.173 0.2056
H 1.997 -3.786 5.688 0.096 0.480 -0.439 0.2328
H -0.067 -3.400 4.391 0.347 0.283 0.096 0.1950
H 1.590 -0.230 2.327 0.058 -0.142 0.222 0.1963
H 3.755 -0.444 3.444 -0.219 -0.323 0.130 0.2304
H 3.642 -2.983 7.356 0.150 -0.092 -0.462 0.1916
H 3.997 -4.241 6.117 -0.017 0.311 0.164 0.2075
H 5.672 -3.942 8.119 -0.208 -0.094 -0.695 0.2132
H 6.299 -4.149 6.425 -0.017 0.427 0.378 0.1685

no.,E_LUMO (eV)
1,0.64
2,-6.88
3,-0.10
4,-5.27